# 1
The following is a quantum chemistry calculation of a structure of composition C28H44BeBrN3P2S at a distorted geometry, from the OMol25 dataset.

Last column: Mulliken charge in e.
Element x y z (Å)
C  -0.61839  7.21949  -3.83472  -0.4639
C  -0.81294  5.84971  -4.08764  0.5687
C  -1.09952  5.46846  -5.41398  -0.3593
C  -1.25702  6.45822  -6.38766  -0.3309
N  -1.11561  7.75388  -6.13203  -0.5363
C  -0.79975  8.13377  -4.88948  -0.3140
C  -0.75396  4.84370  -3.05408  0.0997
C  -0.98207  3.86035  -2.36593  -1.0554
C  -0.99572  2.75374  -1.52848  1.0231
C  0.21922  2.59433  -0.86203  -0.9683
C  0.35386  1.51040  -0.00141  -1.8828
C  -0.78741  0.74780  0.26281  1.1106
C  -2.01340  0.95588  -0.30329  0.3954
C  -2.07690  1.87989  -1.33930  -0.6099
Be  0.31530  0.34938  1.55943  -0.1601
P  2.04119  -0.88894  1.22202  0.9195
H  -1.22655  4.41929  -5.67399  0.3888
H  -0.35646  7.59300  -2.84788  0.3982
H  -1.51430  6.17533  -7.42094  0.3504
H  -0.68962  9.21002  -4.72271  0.3611
H  -2.97183  1.96079  -1.95426  0.5896
H  1.04323  3.29471  -1.02309  0.5151
H  -2.90316  0.41256  0.01564  0.8520
H  1.37820  1.42711  0.42508  0.6527
C  2.01135  -2.40095  2.24114  -0.5703
C  2.85791  -3.58442  1.77264  -1.3140
H  0.95196  -2.67714  2.33700  0.3994
H  2.32622  -2.07994  3.24315  0.4715
H  2.91812  -4.33239  2.57426  0.4086
H  2.43077  -4.08868  0.89715  0.2658
H  3.88602  -3.29461  1.53391  0.2983
C  2.20511  -1.35199  -0.55158  0.6641
C  3.03404  -0.47147  -1.48675  -1.4392
H  1.16843  -1.34001  -0.91363  -1.3477
H  2.54691  -2.39818  -0.59720  0.7105
H  2.86080  -0.79945  -2.52301  0.4280
H  2.74605  0.58854  -1.43203  0.2668
H  4.11237  -0.55563  -1.29372  0.3484
C  3.60959  -0.00910  1.58339  -0.4396
C  4.88376  -0.84764  1.57640  -1.5062
H  3.45362  0.48172  2.55586  0.5006
H  3.69027  0.79140  0.83463  0.4019
H  5.74832  -0.18791  1.73097  0.4354
H  4.90194  -1.59525  2.37688  0.3412
H  5.03943  -1.35505  0.61551  0.3190
Br  -1.47206  -0.88199  2.07347  -0.3706
P  -2.19462  -2.90913  -1.28008  -0.1230
C  -0.43283  -3.21680  -1.14380  0.9162
C  -0.14127  -4.63870  -1.63882  -1.5259
H  -0.14859  -3.04181  -0.09622  -0.4686
H  0.06360  -2.47877  -1.78848  0.2668
H  0.90649  -4.73592  -1.95371  0.3809
H  -0.34804  -5.38484  -0.85837  0.3520
H  -0.78156  -4.87130  -2.50257  0.4630
C  -3.00152  -3.01512  0.32282  0.1428
C  -4.39539  -3.63436  0.18553  -1.3841
H  -3.03640  -2.00538  0.76070  -0.1721
H  -2.35370  -3.62651  0.96694  0.4574
H  -4.81578  -3.84590  1.17912  0.3981
H  -5.07681  -2.95647  -0.34518  0.3291
H  -4.32099  -4.57294  -0.37785  0.3839
C  -2.45739  -1.36053  -2.15880  0.3871
C  -2.83271  -1.58593  -3.63272  -1.4723
H  -1.52408  -0.79334  -2.05237  -0.1295
H  -3.25309  -0.81409  -1.63796  0.3649
H  -3.24783  -0.66434  -4.06330  0.4163
H  -1.95472  -1.87914  -4.22393  0.3232
H  -3.58464  -2.38023  -3.72293  0.3725
S  1.05190  1.35325  3.27969  -0.3482
C  0.44990  0.63202  4.72546  0.3978
N  1.23874  0.38164  5.79227  -0.1483
C  0.50368  -0.03366  6.97411  -0.4604
C  -0.94465  -0.04402  6.48562  -0.5198
N  -0.82703  0.38490  5.10249  -0.0021
H  2.23832  0.53740  5.76190  0.2248
H  0.65164  0.68104  7.79204  0.3073
H  0.83286  -1.02717  7.30012  0.2904
H  -1.56089  0.65756  7.06131  0.3017
H  -1.39589  -1.04047  6.55574  0.3020
H  -1.59405  0.33630  4.44069  0.1604

The spin multiplicity is 1. The total energy is -4926.57801 Ha. Its LUMO energy (alpha / beta) is -9.3 / -9.4 eV. As for the net charge: +2. As for the energy above the lowest of the compared OMol25 structures with the same formula, charge and spin: 45.7 kcal per mole. The calculation puts the HOMO energy (alpha / beta) at -12.642 / -12.509 eV. The gap between HOMO and LUMO (alpha / beta) is 3.37 / 3.11 eV.

***

# 2
The following is a quantum chemistry calculation of a structure of composition C28H44BrHgN3P2 at a distorted geometry, from the OMol25 dataset.

Last column: Mulliken charge in e.
Element x y z (Å)
C  -0.36765  6.56897  -3.58114  -0.4081
C  -0.54748  5.18756  -3.89813  1.0090
C  -0.83255  5.00689  -5.27645  -0.4066
C  -1.01274  6.08065  -6.17675  -0.3137
N  -0.87242  7.37520  -5.81902  -0.4755
C  -0.55418  7.59077  -4.53175  -0.2614
C  -0.48116  4.07869  -3.01454  0.5274
C  -0.57361  3.17041  -2.07643  -1.0263
C  -1.21397  2.88711  -0.71456  -0.4006
C  -0.42317  2.80937  0.42986  -0.5385
C  -0.75235  2.01718  1.51238  -0.0551
C  -1.97724  1.32688  1.58830  -0.1029
C  -2.81611  1.41010  0.44777  -0.3433
C  -2.45841  2.22072  -0.65149  -0.3184
Hg  0.39293  1.38981  -2.54808  0.4788
P  1.96637  -1.33542  0.50769  0.7031
H  -0.94230  4.00579  -5.66413  0.3909
H  -0.08035  6.85095  -2.57992  0.4272
H  -1.27858  5.89881  -7.23075  0.3554
H  -0.44420  8.65753  -4.25667  0.3652
H  -3.15063  2.34185  -1.51617  0.4446
H  0.48884  3.39571  0.40957  0.4948
H  -3.80519  0.92444  0.36449  0.7129
H  -0.03756  2.02803  2.30657  0.4462
C  2.30261  -2.83504  1.53809  -0.2978
C  3.42391  -3.80707  1.16912  -1.5753
H  1.31665  -3.34815  1.53502  0.4208
H  2.47133  -2.43579  2.56196  0.2589
H  3.48482  -4.56888  1.95002  0.4439
H  3.25264  -4.32688  0.21964  0.3029
H  4.38886  -3.30652  1.16279  0.3475
C  2.96928  -1.58460  -1.02498  -0.3179
C  3.64652  -0.36941  -1.61295  -1.4346
H  2.28119  -1.94866  -1.77881  0.2274
H  3.68431  -2.38417  -0.82570  0.4321
H  3.64587  -0.40024  -2.70635  0.3655
H  3.16830  0.57430  -1.34248  0.1784
H  4.68544  -0.32979  -1.30882  0.3315
C  2.88161  0.08193  1.33077  -0.3300
C  4.33123  -0.23393  1.64316  -1.3726
H  2.30602  0.20198  2.27209  0.2382
H  2.74670  0.95983  0.66432  0.4125
H  4.71621  0.65210  2.14926  0.4592
H  4.42982  -1.04148  2.38626  0.2594
H  4.95634  -0.43078  0.76115  0.2366
Br  -2.29168  0.07254  2.94612  -0.0864
P  -2.37828  -2.82913  -1.30128  0.2186
C  -0.60769  -3.22357  -1.06757  1.0612
C  -0.21860  -4.57115  -1.67934  -1.3820
H  -0.38185  -3.22237  0.01375  -0.4131
H  -0.03251  -2.42684  -1.55008  -0.1225
H  0.86979  -4.60406  -1.85424  0.3369
H  -0.45036  -5.35571  -0.95408  0.3899
H  -0.71660  -4.73323  -2.65103  0.4147
C  -2.99897  -2.47699  0.39092  0.6772
C  -4.25892  -3.30816  0.69055  -1.4389
H  -3.25399  -1.40741  0.41697  -0.5654
H  -2.21787  -2.73966  1.11373  0.4135
H  -4.50995  -3.22650  1.75521  0.3870
H  -5.15458  -2.91624  0.18787  0.3749
H  -4.15048  -4.39565  0.48495  0.3815
C  -2.44293  -1.21555  -2.13733  0.6039
C  -2.76813  -1.36722  -3.62116  -1.4828
H  -1.45903  -0.74603  -1.97900  -0.4350
H  -3.19099  -0.58941  -1.61728  0.2690
H  -3.02581  -0.39619  -4.03277  0.4152
H  -1.91800  -1.72178  -4.20478  0.3843
H  -3.64769  -2.00797  -3.73017  0.4161
C  0.42248  1.16607  6.26513  -0.8315
N  0.31845  -0.18785  5.71905  0.0510
C  -0.53693  -1.17264  6.39843  -0.8223
C  0.96252  -0.54897  4.65848  0.1515
N  1.56204  -0.96246  3.74281  -0.4556
H  0.14438  1.10326  7.30899  0.3002
H  -0.24168  1.84408  5.73084  0.2732
H  1.44036  1.50776  6.09512  0.3511
H  -1.46662  -1.41349  5.82625  0.2119
H  0.02169  -2.12370  6.44786  0.3522
H  -0.73747  -0.81057  7.41289  0.3089

The spin multiplicity is 1. The total energy is -4666.90643 Ha. Its LUMO energy (alpha / beta) is -8.5 / -8.9 eV. As for the net charge: +2. As for the energy above the lowest of the compared OMol25 structures with the same formula, charge and spin: 186.3 kcal per mole. The calculation puts the HOMO energy (alpha / beta) at -12.399 / -12.611 eV. The gap between HOMO and LUMO (alpha / beta) is 3.89 / 3.71 eV.